Entry 1:
Formula: C5H8N2S
Source: the OMol25 dataset
Level of theory: ωB97M-V/def2-TZVPD

Results
multiplicity = 1
frontier orbital gap = 8.832 eV
strongest force on any atom = 5.7 eV/A
charge = 0
electronic energy = -19126.829 eV
highest occupied orbital energy = -8.24 eV
structure (SMILES) = [H]/N=C1\NSC[C@H]2C[C@@H]12

Geometry (Å):
C 1.27 -0.72 -0.06
C -1.82 -0.04 -0.51
C -0.68 1.04 -0.41
C 0.01 1.29 0.99
C 0.77 0.67 -0.15
H 2.83 -1.91 0.11
H 0.67 -2.74 -0.07
H -2.68 0.53 0.05
H -2.34 -0.24 -1.68
H -0.99 1.94 -0.93
H 0.25 2.36 1.05
H -0.43 0.71 1.82
H 1.68 1.16 -0.48
N 2.63 -0.87 -0.13
N 0.26 -1.64 0.06
S -1.45 -1.54 0.34

Results of the Löwdin charge analysis, in e, for atoms 1 through 6: -0.481, -0.518, -0.255, -0.057, -0.248, 0.049

***

Entry 2:
Formula: C29H21N4O5SV
Source: the OMol25 dataset
Level of theory: ωB97M-V/def2-TZVPD

Results
multiplicity = 1
frontier orbital gap (spin up / spin down) = 4.967 / 4.968 eV
strongest force on any atom = 0.3 eV/A
charge = +2
electronic energy = -83121.015 eV
highest occupied orbital energy (spin up / spin down) = -13.29 / -13.29 eV

Geometry (Å):
V -0.17 -0.24 -0.31
O -2.48 -5.08 0.77
C -1.15 -5.24 0.84
C -0.68 -6.49 1.22
C 0.67 -6.73 1.31
C 1.60 -5.72 1.02
C 1.16 -4.48 0.65
C -0.22 -4.21 0.55
C -0.66 -2.91 0.15
O 0.27 -1.96 -0.11
N -1.90 -2.55 0.01
N -1.94 -1.26 -0.44
C -3.11 -0.83 -0.83
C -3.34 0.45 -1.41
C -4.64 0.83 -1.80
C -4.84 2.04 -2.41
C -3.75 2.89 -2.66
C -2.46 2.53 -2.29
C -2.27 1.31 -1.66
O -1.04 0.96 -1.26
H -2.71 -4.17 0.52
H -1.41 -7.27 1.44
H 1.01 -7.71 1.60
H 2.66 -5.92 1.10
H 1.87 -3.69 0.44
H -3.93 -1.53 -0.75
H -5.47 0.17 -1.61
H -5.83 2.34 -2.71
H -3.91 3.84 -3.16
H -1.62 3.17 -2.49
O 0.90 0.22 3.25
S 0.32 0.84 2.11
O -0.88 0.14 1.47
N 1.13 0.70 0.73
C 2.41 1.06 0.29
C 3.41 1.74 0.91
C 4.61 1.96 0.19
C 4.79 1.51 -1.09
C 3.75 0.80 -1.74
C 3.80 0.27 -3.05
C 2.71 -0.41 -3.55
C 1.57 -0.56 -2.77
N 1.49 -0.07 -1.54
C 2.57 0.59 -1.03
C -0.09 2.49 2.44
C -0.72 3.25 1.46
C -1.03 4.57 1.76
C -0.70 5.09 3.01
C -0.07 4.31 3.97
C 0.25 2.99 3.69
H 3.31 2.10 1.92
H 5.41 2.50 0.68
H 5.72 1.69 -1.61
H 4.69 0.39 -3.64
H 2.73 -0.83 -4.55
H 0.71 -1.10 -3.15
H -0.98 2.83 0.50
H -1.52 5.19 1.03
H -0.94 6.12 3.23
H 0.18 4.73 4.94
H 0.73 2.36 4.43

Results of the Löwdin charge analysis, in e, for atoms 1 through 6: 1.132, 0.113, -0.239, 0.018, -0.025, -0.058

***

Q: Among the records above, which one has the highest electronic energy?
A: C5H8N2S